No. 1
A structure of composition C3H7NO2S at a distorted geometry, computed with ωB97M-V/def2-TZVPD.

The geometry in XYZ format:
```
14
C3H7NO2S (ωB97M-V/def2-TZVPD)
H 0.847 -1.880 -0.947
H -1.246 1.934 -0.310
C -0.422 1.364 0.053
H -0.239 0.181 -1.629
C 0.559 -1.063 -0.242
O 2.826 0.011 -1.224
H 3.592 0.033 1.636
O 0.783 1.851 -0.259
H -1.516 -0.505 -0.642
C -0.484 -0.040 -0.630
S 1.961 0.059 -0.074
H -0.542 1.118 1.074
N 2.593 -0.045 1.370
H 0.439 -1.399 0.855
```

- Maximum force: 5.1 eV/Å
- Frontier orbital gap: 9.117 eV
- Spin multiplicity: 1

No. 2
The molecule C3H7NO2S at a distorted geometry, computed with ωB97M-V/def2-TZVPD.

The geometry in XYZ format:
```
14
C3H7NO2S (ωB97M-V/def2-TZVPD)
C -0.059 0.913 1.053
O 1.935 -0.431 -0.638
H 0.719 1.679 1.245
H 0.868 -0.877 1.847
C 0.242 -0.493 1.039
H -0.695 -1.132 1.255
H -0.384 -2.290 -1.888
H 1.763 -0.230 -1.687
S -0.474 -0.871 -1.557
O 0.196 -0.074 -2.591
H -2.203 0.944 0.645
C -1.286 1.411 0.752
H -1.397 2.505 0.718
N 0.776 -1.054 -0.193
```

- Maximum force: 3.5 eV/Å
- Frontier orbital gap: 9.220 eV
- Spin multiplicity: 1

No. 3
The molecule C3H7NO2S at a distorted geometry, computed with ωB97M-V/def2-TZVPD.

The geometry in XYZ format:
```
14
C3H7NO2S (ωB97M-V/def2-TZVPD)
C 0.317 -0.499 0.349
O -2.042 -0.797 0.361
C 1.025 0.950 0.643
H 1.069 -0.733 -1.730
H 0.524 1.296 1.492
H -0.717 -1.612 1.748
H 0.973 1.627 -0.203
H -0.360 1.145 -1.335
H 2.060 0.756 0.754
O 0.254 -1.401 1.590
N -1.193 0.543 -1.216
H -2.173 0.572 -1.597
C -1.064 -0.288 -0.126
S 1.327 -1.559 -0.731
```

- Maximum force: 3.6 eV/Å
- Frontier orbital gap: 10.018 eV
- Spin multiplicity: 1
- SMILES: C[C@](O)(S)C(N)=O

No. 4
A cluster of 2 separate species, C3H7NO2S2 in total at a distorted geometry, computed with ωB97M-V/def2-TZVPD.

The geometry in XYZ format:
```
15
C3H7NO2S2 (ωB97M-V/def2-TZVPD)
H 2.522 -1.003 1.170
S 0.458 -0.214 0.153
C 2.306 -0.253 0.449
C -2.667 0.574 -0.028
H 2.566 0.593 1.051
H -0.763 0.556 -1.864
O -0.146 0.590 1.158
C 0.288 0.378 -1.391
S -3.055 -0.870 -0.424
N -2.598 1.765 0.062
H 0.762 -0.254 -1.995
H 2.709 -0.273 -0.595
H -2.004 2.349 0.673
H -0.549 -2.048 1.134
O 0.172 -1.889 0.450
```

- Maximum force: 4.5 eV/Å
- Frontier orbital gap: 9.199 eV
- Spin multiplicity: 1
- SMILES: C=[S@@](C)(=O)O.N=C=S

No. 5
The molecule C3H7NO3 at a distorted geometry, computed with ωB97M-V/def2-TZVPD.

The geometry in XYZ format:
```
14
C3H7NO3 (ωB97M-V/def2-TZVPD)
C 0.586 -1.753 -0.595
H -0.858 0.510 -1.008
H -0.391 -3.480 -0.409
C 0.869 -0.293 -0.088
O 1.184 -2.271 -1.459
H 1.265 -0.357 0.898
H 1.518 -0.197 -0.779
C -0.347 0.498 -0.003
N -0.091 1.782 0.530
H -1.137 3.406 0.127
O -0.356 -2.404 0.065
O -1.281 2.562 0.652
H 0.269 1.758 1.600
H -1.230 0.238 0.467
```

- Maximum force: 7.4 eV/Å
- Frontier orbital gap: 9.624 eV
- Spin multiplicity: 1
- SMILES: O=C(O)CCNO

No. 6
A cluster of 2 separate species, C3H7NO3 in total at a distorted geometry, computed with ωB97M-V/def2-TZVPD.

The geometry in XYZ format:
```
14
C3H7NO3 (ωB97M-V/def2-TZVPD)
C -1.090 0.943 0.763
O 0.366 1.227 0.515
H -1.190 0.705 1.833
H 2.274 0.111 0.232
O -2.020 1.486 0.117
O -0.836 -0.224 -1.282
H 1.706 1.111 -1.218
H -1.563 0.475 -1.231
N -0.047 -1.364 0.691
C 1.617 0.219 -0.618
C -0.358 -0.225 -0.021
H 0.403 -2.099 0.165
H -0.791 -1.694 1.290
H 1.529 -0.671 -1.236
```

- Maximum force: 1.8 eV/Å
- Frontier orbital gap (spin up / spin down): 7.808 / 7.809 eV
- Spin multiplicity: 1

No. 7
A cluster of 2 separate species, C3H7NO3 in total at a distorted geometry, computed with ωB97M-V/def2-TZVPD.

The geometry in XYZ format:
```
14
C3H7NO3 (ωB97M-V/def2-TZVPD)
H -1.344 -2.628 -0.054
H 1.186 2.417 0.199
C 0.895 -0.573 1.184
H -1.521 -2.573 -1.541
H 0.024 1.104 1.782
H -0.460 0.599 -1.713
O -1.938 -2.824 -0.705
O -1.493 2.075 -0.657
H 1.644 1.219 -0.730
C 0.802 1.502 -0.191
O 1.558 -1.114 0.264
H 0.693 -1.281 2.048
C -0.550 1.368 -0.923
N 0.503 0.711 1.037
```

- Maximum force: 4.1 eV/Å
- Frontier orbital gap: 10.510 eV
- Spin multiplicity: 1
- SMILES: O=CCNC=O.O

No. 8
The molecule C3H7NO3 at a distorted geometry, computed with ωB97M-V/def2-TZVPD.

The geometry in XYZ format:
```
14
C3H7NO3 (ωB97M-V/def2-TZVPD)
H -0.629 1.109 1.318
H 0.230 0.617 -1.955
H 2.660 0.404 -0.096
O -1.491 1.383 -0.530
C -0.840 -0.750 0.250
H 0.836 -1.510 1.330
C -0.581 0.706 0.305
H -0.178 -2.753 0.434
C 0.033 -1.707 0.631
O 2.005 0.640 0.587
N 0.904 1.046 -0.225
H -2.378 1.339 -0.139
O 1.119 0.532 -1.558
H -1.692 -1.057 -0.353
```

- Maximum force: 3.3 eV/Å
- Frontier orbital gap: 8.877 eV
- Spin multiplicity: 1
- SMILES: C=C[C@H](O)N(O)O